(1)
DFT (the ωB97M-V functional and the def2-TZVPD basis) results for C4H10O2 in the gas phase.

Cartesian coordinates (Å):
C -1.30510 -1.00878 -0.33497
C -0.23645 -0.07316 0.21275
C -0.65789 1.39137 0.07018
O -0.06221 -0.39871 1.58267
C 1.10064 -0.32344 -0.49288
O 2.10266 0.37895 0.23712
H -1.02997 -2.05109 -0.14404
H -2.26249 -0.81539 0.15973
H -1.43694 -0.86349 -1.41290
H -0.90559 1.63791 -0.96927
H -1.53820 1.57541 0.69374
H 0.14736 2.05680 0.39882
H 0.79125 -0.00074 1.81925
H 1.30430 -1.40269 -0.48909
H 1.06921 0.02607 -1.53509
H 2.91941 -0.12902 0.20397

Forces on atoms 1 to 6 (eV/Å):
C -0.02 -0.02 -0.02
C -0.13 -0.01 -0.30
C 0.01 0.06 0.01
O 0.21 0.09 0.14
C -0.20 -0.16 -0.15
O 0.26 -0.07 -0.04

Properties
Structure (SMILES): CC(C)(O)CO
ΔE to the lowest compared entry with this formula, charge and spin in kcal per mole: 10.3

(2)
DFT (the ωB97M-V functional and the def2-TZVPD basis) results for C23H33ClF13NO3P2SSb as an isolated structure in a non-equilibrium geometry.

Cartesian coordinates (Å):
C -4.34508 3.50458 1.96617
C -4.12127 2.34618 1.95755
C -3.89122 0.91516 1.95126
C -2.41941 0.58058 2.30740
C -1.71520 -0.39340 1.33259
Sb -0.47053 0.40439 -0.31172
C -0.81507 -1.32675 -1.66104
C -1.88795 -2.37368 -1.33093
C -1.56609 -3.39555 -0.26523
F -0.52581 -3.08047 0.52744
F -2.65499 -3.52003 0.57162
C -1.35969 -4.85148 -0.76307
F -2.48379 -5.22795 -1.41434
F -1.25842 -5.66395 0.31219
C -0.14240 -5.07072 -1.71539
F -0.64776 -5.26056 -2.96744
F 0.65837 -4.00462 -1.79050
C 0.68649 -6.36346 -1.44971
F 1.42023 -6.58121 -2.55687
F -0.11432 -7.42175 -1.29819
S 1.90452 -6.28524 -0.01220
F 0.92969 -7.10771 0.92514
F 2.51957 -7.66165 -0.51875
F 2.90369 -5.48204 -0.91467
F 1.27637 -4.95970 0.53400
F 2.96833 -6.25698 1.14294
C 0.03811 2.26380 0.79561
C 0.85076 2.24093 2.06044
C 0.70483 1.36439 3.13161
C 1.48560 1.44281 4.28740
C 2.45897 2.42879 4.42343
C 3.27085 2.52284 5.68754
C 2.63546 3.30446 3.35287
C 1.85092 3.21338 2.21092
O 0.72793 1.07108 -1.86101
C 0.34306 2.15318 -2.63401
C 1.54280 2.58884 -3.52711
C 2.24247 3.85426 -3.00018
C 1.83878 5.11103 -3.75809
P -2.63521 1.50515 -1.21400
N -2.83947 1.03180 -2.91677
O -2.38547 3.16305 -1.25801
P 1.70452 -0.66876 0.65104
O 2.06839 -1.98762 -0.28987
Cl 3.22133 0.66527 0.04722
H -4.53267 4.53524 2.10847
H -4.54650 0.52263 2.72422
H -4.17338 0.50171 0.99114
H -2.49859 0.02616 3.24397
H -1.85884 1.46859 2.56822
H -2.51491 -1.04529 0.99417
H -1.06390 -1.02952 1.92856
H -1.13035 -0.86675 -2.59397
H 0.11587 -1.81140 -1.92769
H -2.82436 -1.88480 -1.09423
H -2.10445 -2.93342 -2.24367
H -0.90505 2.77366 1.00198
H 0.55156 2.91316 0.09646
H -0.01551 0.56287 3.07478
H 1.31881 0.71513 5.06556
H 4.33477 2.40049 5.51683
H 2.90985 1.79108 6.40024
H 3.08356 3.49216 6.14724
H 3.39985 4.06464 3.43824
H 2.02343 3.91059 1.40477
H 0.07872 3.03854 -2.04827
H -0.47848 1.92179 -3.31990
H 1.15855 2.83467 -4.51681
H 2.23407 1.75960 -3.59908
H 2.05191 3.97875 -1.93810
H 3.31595 3.73232 -3.14294
H 2.50944 5.94446 -3.56764
H 0.81449 5.40696 -3.54648
H 1.88816 4.91452 -4.82816
H -2.85032 1.89514 -3.45854
H -3.79184 0.68928 -2.97224
H -3.14580 3.58444 -1.66865
H 2.16807 -1.72582 -1.21492

Forces on atoms 1 to 6 (eV/Å):
C -0.36 2.15 0.34
C 0.07 -1.84 -0.42
C 0.49 0.37 0.34
C -0.28 -0.93 0.23
C -0.31 0.49 0.54
Sb 0.54 0.21 -0.19

Properties
Net charge: -1

Number 1: HOMO-LUMO gap 10.809 eV. Number 2: HOMO-LUMO gap 5.868 eV.